{
  "formula": "C31H26CoN2OS5",
  "method": "the ωB97M-V functional and the def2-TZVPD basis",
  "s2": 0.785,
  "total_charge": 0,
  "spin_multiplicity": 2,
  "de_lowest_kj_mol": 0.0,
  "homo_lumo_gap_ev": [5.31, 5.46],
  "mol_weight_g_mol": 661.83,
  "symbols": ["Co", "S", "C", "C", "C", "C", "C", "C", "N", "C", "C", "C", "C", "C", "C", "C", "C", "N", "C", "C", "C", "C", "C", "S", "C", "H", "H", "H", "H", "H", "H", "H", "H", "H", "H", "H", "H", "C", "C", "S", "C", "C", "S", "H", "H", "H", "H", "H", "H", "C", "S", "O", "C", "C", "C", "C", "C", "C", "H", "H", "H", "H", "H", "H", "H", "H"],
  "positions_angstrom": [[-0.0922, -0.4084, -0.8508], [4.2086, 4.5805, 1.6114], [5.6868, 3.9239, 2.1616], [5.6995, 2.5672, 2.0691], [4.4903, 2.0451, 1.5470], [3.5728, 3.0161, 1.2507], [2.2250, 2.8428, 0.7088], [1.8388, 1.5764, 0.2229], [0.6419, 1.3304, -0.2646], [-0.2685, 2.3313, -0.2874], [0.0191, 3.6282, 0.1380], [-1.0182, 4.6150, 0.0371], [-2.2403, 4.3029, -0.4511], [-2.5579, 2.9667, -0.8697], [-3.8033, 2.5644, -1.3653], [-4.0156, 1.2479, -1.7279], [-2.9485, 0.3424, -1.5640], [-1.7706, 0.6907, -1.0943], [-1.5639, 1.9897, -0.7650], [-5.2956, 0.7725, -2.2559], [-5.6338, -0.4957, -2.6416], [-6.9678, -0.5986, -3.1083], [-7.6259, 0.5906, -3.0727], [-6.6329, 1.8445, -2.4734], [1.3021, 3.8670, 0.6478], [6.4693, 4.5716, 2.5195], [6.5418, 1.9593, 2.3640], [4.3101, 0.9887, 1.4089], [2.5241, 0.7375, 0.2212], [-0.8029, 5.6257, 0.3600], [-3.0073, 5.0633, -0.5252], [-4.5959, 3.2974, -1.4602], [-3.0516, -0.7035, -1.8239], [-4.9573, -1.3367, -2.5999], [-7.4157, -1.5173, -3.4554], [-8.6413, 0.7952, -3.3676], [1.5536, 4.8584, 1.0064], [-0.0175, -4.8136, -2.0718], [0.3277, -3.3804, -1.7510], [-1.0142, -2.3365, -1.3198], [1.5710, -2.8819, -1.7818], [2.7932, -3.6791, -2.1376], [1.8474, -1.1937, -1.4064], [-1.0970, -4.9557, -2.0568], [0.4174, -5.5069, -1.3476], [0.3418, -5.1022, -3.0616], [2.5394, -4.6900, -2.4532], [3.4739, -3.7467, -1.2845], [3.3461, -3.1964, -2.9463], [-1.5957, -1.7669, 2.2727], [-0.4132, -0.5255, 1.7448], [-0.4792, 0.6207, 2.6790], [1.0944, -1.4133, 2.1598], [1.9499, -0.8106, 3.0659], [3.1519, -1.4360, 3.3765], [3.4814, -2.6449, 2.7817], [2.6149, -3.2323, 1.8671], [1.4202, -2.6133, 1.5426], [-1.4349, -2.0072, 3.3213], [-1.4582, -2.6343, 1.6298], [-2.5879, -1.3470, 2.1158], [1.6661, 0.1337, 3.5137], [3.8244, -0.9797, 4.0918], [4.4182, -3.1289, 3.0257], [2.8777, -4.1653, 1.3858], [0.7635, -3.0394, 0.7941]]
}

{
  "formula": "C31H26EuN4OP2S4",
  "method": "the ωB97M-V functional and the def2-TZVPD basis",
  "s2": 12.022,
  "total_charge": -1,
  "spin_multiplicity": 7,
  "de_lowest_kj_mol": 0.0,
  "homo_lumo_gap_ev": [4.26, 6.51],
  "mol_weight_g_mol": 812.76,
  "symbols": ["Eu", "S", "P", "C", "P", "S", "C", "C", "C", "C", "C", "C", "C", "C", "C", "C", "C", "C", "C", "C", "C", "C", "C", "C", "C", "C", "C", "C", "C", "C", "H", "H", "H", "H", "H", "H", "H", "H", "H", "H", "H", "H", "H", "H", "H", "H", "H", "H", "H", "H", "S", "C", "S", "C", "C", "N", "C", "N", "C", "N", "C", "N", "O", "H", "H", "H", "H", "H", "H"],
  "positions_angstrom": [[-0.2707, -0.1993, -2.7829], [2.5382, -0.3129, -1.9525], [2.0191, -0.1263, 0.0205], [0.4710, 0.6322, 0.0471], [-0.1670, 2.2031, -0.0443], [-0.3556, 2.5895, -2.0580], [-1.8469, 2.2994, 0.5958], [-2.5435, 1.2554, 1.2086], [-3.9059, 1.4315, 1.4828], [-4.5993, 2.5593, 1.0307], [-3.8705, 3.6463, 0.4865], [-2.4675, 3.4825, 0.2795], [0.5931, 3.4365, 1.0597], [1.6080, 4.3077, 0.6657], [2.1153, 5.2363, 1.5587], [1.6242, 5.3766, 2.8642], [0.6596, 4.4377, 3.3003], [0.1670, 3.4691, 2.4037], [3.2729, 0.5144, 1.2124], [3.1340, 0.2236, 2.5706], [4.1256, 0.4457, 3.5155], [5.3210, 1.1325, 3.1509], [5.4559, 1.4649, 1.7991], [4.4657, 1.1796, 0.8185], [1.8899, -1.8159, 0.6331], [0.7639, -2.3435, 1.2650], [0.8020, -3.6520, 1.7397], [1.9198, -4.4745, 1.4205], [3.0226, -3.9203, 0.8112], [2.9925, -2.5727, 0.4460], [-1.9543, 0.3615, 1.4617], [-4.4605, 0.6461, 1.9766], [-5.6601, 2.6406, 1.1614], [-4.3497, 4.5903, 0.2597], [-1.9362, 4.2564, -0.2633], [1.9123, 4.2803, -0.4074], [2.9523, 5.8773, 1.2355], [2.0020, 6.1349, 3.5453], [0.2781, 4.4653, 4.2960], [-0.4496, 2.7029, 2.7941], [2.2413, -0.2897, 2.9557], [3.9924, 0.0935, 4.5584], [6.0958, 1.4029, 3.8769], [6.3333, 2.0028, 1.4227], [4.5303, 1.5046, -0.2192], [-0.1553, -1.6991, 1.3273], [-0.0082, -4.0234, 2.3677], [1.9374, -5.5147, 1.6939], [3.9335, -4.4949, 0.6353], [3.8333, -2.1352, -0.0874], [-1.0333, -0.5611, -5.7556], [-2.4546, -0.8193, -4.8718], [-3.2342, 0.2232, -3.7354], [-3.1942, -1.9963, -5.1475], [-2.7021, -3.0173, -5.9940], [-2.4470, -4.0311, -6.5392], [-4.2971, -2.3419, -4.3638], [-5.2459, -2.7788, -3.8566], [-3.2446, -3.0489, -0.9110], [-2.4713, -3.9757, -1.7518], [-1.5599, -3.5050, -2.6180], [-1.1723, -4.3367, -3.6190], [-0.9968, -2.3887, -2.4584], [-4.1904, -3.5236, -0.6124], [-3.5017, -2.1412, -1.4870], [-2.6653, -2.7827, 0.0006], [-2.9976, -4.7829, -2.0299], [-1.8604, -5.0446, -3.9689], [-0.7337, -3.8560, -4.4201]]
}

{
  "formula": "C31H26F5InO3",
  "method": "the ωB97M-V functional and the def2-TZVPD basis",
  "total_charge": 2,
  "spin_multiplicity": 1,
  "de_lowest_kj_mol": 0.0,
  "homo_lumo_gap_ev": 2.08,
  "mol_weight_g_mol": 656.35,
  "symbols": ["In", "O", "C", "O", "O", "H", "F", "C", "C", "C", "C", "C", "C", "H", "H", "H", "H", "H", "F", "C", "C", "C", "C", "C", "C", "H", "H", "H", "H", "H", "F", "C", "C", "C", "C", "C", "C", "H", "H", "H", "H", "H", "F", "C", "C", "C", "C", "C", "C", "H", "H", "H", "H", "H", "F", "C", "C", "C", "C", "C", "C", "H", "H", "H", "H", "H"],
  "positions_angstrom": [[2.4265, -4.3222, 2.2169], [0.6268, -1.1239, 0.8395], [-0.1602, -1.6115, 1.8188], [-1.3281, -1.1867, 1.9491], [0.2515, -2.6207, 2.4443], [0.0480, -0.5292, 0.3298], [-0.7239, -0.5581, 4.9123], [0.0739, 0.4773, 4.8637], [1.3776, 0.2880, 4.3819], [2.1825, 1.3851, 4.1933], [1.7126, 2.6648, 4.5415], [0.4037, 2.8556, 5.0166], [-0.3804, 1.7540, 5.2502], [1.6525, -0.7358, 4.1571], [3.1913, 1.3278, 3.8069], [2.3406, 3.5239, 4.3458], [0.0557, 3.8517, 5.2487], [-1.3916, 1.7523, 5.6485], [-1.0769, -0.1172, -1.1801], [-2.2763, 0.5161, -1.2694], [-2.9892, 0.7507, -0.1212], [-4.2508, 1.3435, -0.2481], [-4.8114, 1.5846, -1.5127], [-4.1046, 1.2381, -2.6466], [-2.8295, 0.6811, -2.5395], [-2.6641, 0.5853, 0.8934], [-4.7682, 1.5730, 0.6742], [-5.8268, 1.9427, -1.6187], [-4.4750, 1.4646, -3.6365], [-2.2648, 0.4832, -3.4405], [0.9985, -3.6446, -0.4381], [0.2956, -3.9069, -1.5593], [0.6512, -3.2488, -2.7222], [0.0052, -3.5836, -3.8995], [-1.1031, -4.4300, -3.8447], [-1.4835, -5.0414, -2.6459], [-0.7447, -4.8234, -1.5002], [1.4244, -2.4879, -2.7211], [0.2922, -3.1866, -4.8624], [-1.6032, -4.7174, -4.7605], [-2.2784, -5.7738, -2.6757], [-1.0148, -5.2356, -0.5357], [3.3260, -2.2073, 0.3537], [3.7456, -1.4860, -0.7315], [3.2581, -0.2062, -0.8920], [3.6223, 0.4961, -2.0321], [4.3853, -0.1073, -3.0258], [4.8902, -1.3810, -2.8042], [4.5534, -2.0955, -1.6618], [2.5692, 0.2332, -0.1856], [3.3211, 1.5323, -2.1270], [4.5383, 0.3929, -3.9715], [5.4989, -1.8521, -3.5648], [4.9640, -3.0877, -1.5328], [0.6718, 3.2232, -1.4926], [-0.2263, 3.3373, -0.5323], [-0.0263, 2.6411, 0.6661], [-1.0140, 2.6731, 1.6305], [-2.1345, 3.4880, 1.4491], [-2.3118, 4.1929, 0.2361], [-1.3799, 4.0845, -0.7680], [0.8567, 2.0341, 0.8248], [-0.8847, 2.0537, 2.5079], [-2.9796, 3.4929, 2.1267], [-3.2251, 4.7441, 0.0617], [-1.4793, 4.6454, -1.6885]]
}

{
  "formula": "C31H26MnNP2S3Te",
  "method": "the ωB97M-V functional and the def2-TZVPD basis",
  "s2": 8.770,
  "total_charge": -1,
  "spin_multiplicity": 6,
  "homo_lumo_gap_ev": [5.75, 6.27],
  "mol_weight_g_mol": 753.24,
  "symbols": ["Mn", "N", "P", "C", "C", "C", "C", "C", "C", "C", "C", "C", "C", "C", "C", "P", "C", "C", "C", "C", "C", "C", "C", "C", "C", "C", "C", "C", "H", "H", "H", "H", "H", "H", "H", "H", "H", "H", "H", "H", "H", "H", "H", "H", "H", "H", "H", "H", "H", "S", "C", "S", "S", "Te", "C", "C", "C", "C", "C", "C", "H", "H", "H", "H", "H"],
  "positions_angstrom": [[1.1118, 0.2667, -1.1926], [-0.9959, -0.7179, 0.5600], [-0.1999, 0.7952, 0.7912], [-1.6034, 1.8117, 1.4093], [-2.4100, 1.2937, 2.4178], [-3.4975, 2.0176, 2.8631], [-3.7760, 3.2593, 2.3109], [-2.9633, 3.7838, 1.3195], [-1.8743, 3.0608, 0.8656], [0.5535, 0.5706, 2.4301], [0.7053, -0.6642, 3.0428], [1.3562, -0.7500, 4.2596], [1.8686, 0.3877, 4.8599], [1.7443, 1.6183, 4.2316], [1.0901, 1.7095, 3.0208], [-0.6905, -1.2640, -1.0412], [-1.4658, -2.9101, -0.7993], [-0.6809, -3.9160, -0.2467], [-1.2443, -5.1369, 0.0755], [-2.5926, -5.3589, -0.1519], [-3.3779, -4.3614, -0.7044], [-2.8181, -3.1387, -1.0277], [-1.9467, -0.4476, -2.0829], [-2.0180, -0.8418, -3.4185], [-2.8770, -0.1956, -4.2845], [-3.6648, 0.8523, -3.8309], [-3.5811, 1.2616, -2.5117], [-2.7234, 0.6156, -1.6397], [-1.9491, -0.8234, 0.9090], [-2.1843, 0.3249, 2.8482], [-4.1294, 1.6104, 3.6389], [-4.6314, 3.8200, 2.6590], [-3.1848, 4.7546, 0.8986], [-1.2398, 3.4474, 0.0792], [0.3222, -1.5464, 2.5498], [1.4554, -1.7155, 4.7325], [2.3690, 0.3186, 5.8162], [2.1555, 2.5109, 4.6814], [0.9982, 2.6575, 2.5038], [0.3694, -3.7163, -0.0736], [-0.6363, -5.9219, 0.5028], [-3.0347, -6.3112, 0.1059], [-4.4296, -4.5423, -0.8791], [-3.4284, -2.3555, -1.4548], [-1.3683, -1.6366, -3.7623], [-2.9068, -0.4884, -5.3232], [-4.3137, 1.3775, -4.5162], [-4.1625, 2.1006, -2.1546], [-2.6448, 0.9631, -0.6174], [-0.6911, 2.4341, -4.7346], [0.2307, 1.8226, -3.5021], [1.0898, 0.3336, -3.6336], [0.4148, 2.6292, -2.0016], [3.0464, -0.4184, 0.3112], [5.0045, 0.0077, -0.4367], [5.2067, 0.1848, -1.7977], [6.4429, 0.5536, -2.2901], [7.5039, 0.7525, -1.4228], [7.3191, 0.5528, -0.0637], [6.0827, 0.1729, 0.4216], [4.3739, 0.0447, -2.4764], [6.5673, 0.7043, -3.3542], [8.4672, 1.0693, -1.7988], [8.1386, 0.7118, 0.6255], [5.9488, 0.0158, 1.4820]]
}